Below is a cluster of 2 separate species, C5H11NO2 in total at a distorted geometry, with properties calculated with ωB97M-V/def2-TZVPD.

The geometry in XYZ format:
```
19
Properties=species:S:1:pos:R:3:forces:R:3:lowdin_charge:R:1
N 2.851 0.859 0.432 -0.2 -0.1 -0.2 0.0487
C 1.801 0.361 1.163 -0.3 -0.4 -0.1 -0.2301
C 0.734 -0.309 0.714 0.4 0.3 0.2 -0.1495
C -0.264 -0.890 1.677 -0.8 -0.7 -0.6 -0.2253
C -1.687 -0.930 1.083 0.2 0.5 0.0 -0.1666
C -2.160 0.413 0.574 -1.0 0.1 -0.1 -0.2651
O -3.309 0.594 0.241 0.1 -0.1 -0.1 0.0301
H 3.589 1.388 0.849 0.0 -0.1 0.0 0.0780
H 2.944 0.565 -0.523 0.1 0.2 0.0 0.0862
H 1.872 0.478 2.233 0.2 0.3 0.3 0.1121
H 0.594 -0.475 -0.354 0.0 -0.1 0.1 0.1104
H 0.019 -1.914 1.947 -0.1 0.0 0.0 0.1061
H -0.337 -0.345 2.614 0.3 0.3 0.1 0.1074
H -1.818 -1.660 0.279 0.3 0.1 -0.1 0.1222
H -2.450 -1.190 1.814 0.1 -0.2 0.3 0.1150
H -1.497 1.286 0.543 0.6 -0.1 0.1 0.1213
O 1.080 -0.011 -4.402 0.5 -0.4 -0.5 -0.0740
H 1.117 0.423 -5.267 -0.1 0.0 0.3 0.0347
H 1.670 -0.776 -4.529 -0.4 0.4 0.2 0.0386
```
Forces are in eV/Å.

Values from the calculation:
Energy relative to the best compared isomer or geometry (same formula, charge and spin) = 1.915 eV
Structure (SMILES) = N/C=C/CCC=O.O
Net charge = 0
Strongest force on any atom = 0.0228 Eh/bohr
Electronic energy = -10947.352 eV
LUMO level = 0.71 eV